CH7N3 | ωB97M-V/def2-TZVPD

Geometry as XYZ:
```
11
CH7N3 | the Open Molecules 2025 dataset | ωB97M-V/def2-TZVPD
H 1.81474 -2.61124 -0.17808
N 1.17881 -1.96770 0.27952
C 1.70887 -0.81644 0.29472
N 1.04453 0.34306 0.57705
H 2.72361 -0.63567 -0.07512
H 1.55448 1.16562 0.31615
H 0.04304 0.34181 0.65600
N -3.22658 1.92845 -0.94750
H -3.10134 1.91415 0.06091
H -2.30861 1.67258 -1.29864
H -3.86544 1.16705 -1.14592
```

Computed properties:
**HOMO**: -9.3757 eV
**Total energy**: -206.55328 a.u.
**Net charge**: 0
**Strongest force on any atom**: 1.10 eV/Å
**HOMO-LUMO gap**: 10.127 eV
**SMILES**: [H]/N=C/N.N
**Spin multiplicity**: 1

Atomic partial charges in e from the Mulliken method, atoms 1 to 6:
1 H 0.2420
2 N -0.6641
3 C 0.1337
4 N -0.4475
5 H 0.2746
6 H 0.2252